The following is a quantum chemistry calculation of C22H40AuClIN4S2 as an isolated structure, from the Open Molecules 2025 dataset.

The geometry in XYZ format:
```
71
Properties=species:S:1:pos:R:3:forces:R:3
Au 0.13975 -0.04667 -2.76025 -0.035 0.005 0.028
Cl -2.09785 0.54724 -4.80960 -0.006 -0.014 -0.014
C -2.15421 2.09628 -3.99908 -0.005 0.029 0.017
C -3.37318 2.74166 -3.90403 0.009 -0.021 -0.014
C -3.44835 3.94177 -3.21213 0.007 0.013 0.010
C -2.30779 4.48061 -2.63225 -0.013 -0.002 -0.003
C -1.09544 3.81876 -2.74172 0.007 0.001 -0.006
C -0.98830 2.60978 -3.43122 -0.013 -0.017 0.012
C 0.30606 1.89392 -3.50757 0.009 0.015 -0.011
H -4.25154 2.30177 -4.35556 -0.001 0.002 0.001
H -4.39896 4.45024 -3.12710 0.000 0.001 0.000
H -2.36286 5.41868 -2.09629 -0.001 0.000 0.000
H -0.20622 4.23618 -2.28562 0.002 -0.004 -0.001
H 1.11416 2.45625 -3.05265 0.004 0.008 -0.016
H 0.57214 1.59381 -4.52755 0.016 0.008 0.003
I -4.44693 0.72673 0.02843 0.016 -0.002 -0.003
C -2.47867 1.01697 -0.76088 -0.014 0.007 0.012
H -2.44270 0.41027 -1.66275 -0.003 -0.008 0.004
H -2.41709 2.06395 -1.04077 0.000 -0.002 0.002
C 4.40270 -4.58680 -1.74302 -0.002 -0.002 0.001
C 2.96984 -4.68383 -1.25088 0.004 0.000 -0.001
N 2.06421 -3.77569 -1.96696 0.006 -0.007 -0.021
C 1.29706 -2.79604 -1.49669 -0.043 0.000 0.031
S -0.11872 -2.40809 -2.45350 0.045 -0.009 0.004
N 1.52834 -2.15535 -0.36620 0.023 0.045 -0.038
C 2.78684 -2.08894 0.38500 0.000 -0.023 0.000
C 2.89706 -0.75476 1.09807 -0.015 0.001 -0.008
H 5.02263 -5.31962 -1.22775 -0.001 0.000 0.001
H 4.82173 -3.59638 -1.56629 0.004 -0.002 -0.003
H 4.46104 -4.79267 -2.81214 -0.001 0.003 0.000
H 2.89284 -4.48783 -0.18702 -0.005 -0.001 0.010
H 2.58516 -5.69277 -1.40701 0.003 0.001 -0.004
H 1.80950 -4.06441 -2.89990 -0.006 -0.003 0.003
H 0.78378 -1.52552 -0.06124 0.006 -0.029 0.001
H 3.61103 -2.21873 -0.31666 -0.005 0.000 0.004
H 2.83655 -2.89887 1.11487 -0.007 0.001 0.005
H 2.93969 0.07196 0.39148 0.000 0.009 -0.011
H 3.79680 -0.74257 1.71162 0.000 0.006 -0.003
H 2.03833 -0.59456 1.75289 0.013 0.002 0.004
C 1.43810 2.62623 2.77732 -0.014 -0.001 0.017
C 0.52941 3.81877 2.48587 -0.002 0.012 0.001
C -0.97392 3.53930 2.55275 -0.007 -0.001 0.016
C -1.57469 2.81798 1.35518 0.041 0.012 -0.013
N -1.10668 1.44188 1.27781 -0.138 -0.026 0.042
C -1.33661 0.61442 0.16456 0.070 -0.004 -0.055
S 0.25632 1.12112 -0.77012 0.007 -0.022 0.001
N -1.27730 -0.78232 0.52077 -0.014 -0.003 0.015
C -1.94877 -1.19958 1.77450 0.026 0.019 -0.002
C -0.98494 -1.44331 2.94854 -0.025 -0.015 0.008
C -0.80808 -2.92338 3.28463 -0.007 0.008 -0.006
C -0.15610 -3.72265 2.16379 0.015 -0.002 0.016
H 2.47604 2.94812 2.86900 0.001 -0.005 -0.005
H 1.39082 1.87330 1.99114 0.002 0.001 -0.012
H 1.16035 2.14994 3.72200 0.004 0.002 -0.003
H 0.77160 4.23850 1.50413 0.002 -0.007 -0.003
H 0.75223 4.60384 3.21150 0.001 0.003 -0.004
H -1.50672 4.48823 2.64213 0.004 0.002 0.006
H -1.20784 2.98077 3.46725 -0.003 -0.003 -0.006
H -1.27794 3.33355 0.43594 0.002 0.012 0.011
H -2.66803 2.85436 1.41570 0.002 0.001 -0.005
H -0.91540 0.97559 2.14908 0.046 0.014 0.002
H -1.60330 -1.33481 -0.26309 0.004 0.004 0.002
H -2.49390 -2.11921 1.55641 0.003 0.002 -0.016
H -2.70559 -0.46895 2.05584 -0.010 0.000 0.009
H -1.35822 -0.92600 3.83648 0.008 0.004 -0.003
H -0.00961 -1.00294 2.71304 -0.003 0.002 -0.014
H -1.78988 -3.34551 3.51721 0.004 -0.012 -0.002
H -0.21238 -3.01983 4.19474 0.001 0.003 0.000
H -0.71729 -3.64744 1.22884 0.006 0.005 0.001
H -0.08620 -4.77940 2.42117 -0.005 -0.006 0.003
H 0.85609 -3.35730 1.97579 -0.019 -0.010 0.002
```
Forces are in eV/Å.

Results
* HOMO-LUMO gap: 6.87 eV
* net charge: +1
* energy relative to the best compared isomer or geometry (same formula, charge and spin): 0.145 eV
* M: 784.05 g mol⁻¹
* calculated total energy: -75404.426 eV